1.
Entry from the Open Molecules 2025 dataset: a molecular structure, C11H10BrF3FeO3S (wB97M-V/def2-TZVPD).

Summary:
- expectation value of S² = 6.02
- total charge = -2
- HOMO (spin up / spin down) (eV) = -0.23 / -0.26
- multiplicity = 5
- Kohn-Sham gap (spin up / spin down) (eV) = 5.4404 / 5.4493

Last column: Löwdin spin population.
Atoms and positions in Å:
H (-2.34874, 0.68197, 0.77642)  0.003
C (1.21022, 1.42054, -1.53711)  0.012
C (-1.99383, -2.10660, -1.12057)  0.024
H (-1.41994, -1.04691, -3.04983)  0.004
H (0.85809, 3.06168, -0.00931)  0.000
O (-0.36575, 0.75231, 2.17469)  0.005
C (-1.91534, 0.19919, -1.32567)  0.067
O (-0.98405, 2.26647, 4.03641)  0.000
C (-2.25653, -1.51384, 0.19096)  0.038
C (1.97453, 0.20716, -1.44565)  0.023
C (1.25112, 0.95270, 4.21622)  0.000
C (2.54602, 1.57141, 0.36299)  0.008
H (-1.84737, -3.14874, -1.34226)  0.004
H (2.93207, 1.91066, 1.32490)  0.001
S (0.02326, 1.84330, 3.08007)  0.000
C (2.83715, 0.34335, -0.30610)  0.006
H (-2.33211, -1.97997, 1.17067)  0.003
H (3.56137, -0.42862, 0.02326)  0.000
H (-1.87456, 1.19095, -1.74198)  0.004
Fe (-0.19340, -1.41480, -0.29581)  3.578
C (1.47861, 2.22062, -0.38378)  0.003
F (2.24833, 0.40515, 3.47097)  0.000
O (0.79427, 2.90658, 2.43892)  0.000
C (-2.19264, -0.08904, 0.02604)  0.046
F (1.81199, 1.72340, 5.17978)  0.000
H (1.87077, -0.67542, -2.13344)  0.000
F (0.56088, -0.06447, 4.80354)  0.000
H (0.43451, 1.59697, -2.29966)  0.000
C (-1.71758, -1.02379, -2.01657)  0.039
Br (1.12356, -2.79682, 0.93472)  0.131

Cartesian forces, eV/Å:
H 0.22 -0.50 -0.01
C -0.48 -0.10 0.93
C -0.17 0.54 0.58
H -0.03 -0.39 -0.18
H 0.77 -0.59 -0.50
O 0.16 0.94 1.11
C -0.12 -0.72 0.51
O -0.07 0.05 -0.07
C -0.25 0.52 -0.54
C -0.34 -0.22 0.04
C -0.50 -0.26 -1.38
C -0.99 -0.51 -1.48
H -0.24 -0.22 0.00
H -0.11 -0.19 -0.41
S 0.82 -0.38 -1.07
C -0.07 0.13 0.47
H -0.24 -0.20 -0.44
H -0.57 0.60 -0.16
H 0.33 0.00 -0.02
Fe 1.08 2.37 -0.53
C 0.63 -0.68 -0.29
F -0.50 0.35 0.98
O -0.67 -0.55 1.10
C -0.46 -0.23 -0.47
F -0.25 -0.50 -0.31
H 0.51 1.00 0.51
F 0.80 0.46 0.19
H 0.39 0.00 0.49
C -0.45 0.34 0.33
Br 0.78 -1.07 0.63

---

2.
Entry from the Open Molecules 2025 dataset: a molecular structure, C11H10CaF12N2O14S4 (wB97M-V/def2-TZVPD).

Summary:
- expectation value of S² = 0.76
- total charge = +1
- HOMO (spin up / spin down) (eV) = -12.29 / -12.28
- multiplicity = 2
- Kohn-Sham gap (spin up / spin down) (eV) = 8.0944 / 2.8435

Last column: Löwdin spin population.
Atoms and positions in Å:
O (-1.39289, -0.23770, -1.59665)  0.000
O (-3.51423, 0.06403, -1.08151)  0.000
F (4.69573, 1.55297, 2.42111)  -0.002
O (-0.05637, -0.68325, 1.02587)  0.001
F (1.25418, 0.88877, -5.19121)  0.000
O (2.84998, -1.13904, -4.32589)  0.000
C (-4.76994, -0.12271, -1.60082)  0.000
F (-0.03323, 3.60560, 2.60164)  0.002
O (-3.12481, -0.94083, -2.92368)  0.000
N (1.07556, -0.99125, -2.57908)  0.000
O (1.32126, 5.08119, -0.24577)  -0.003
H (-5.14379, 0.84072, -1.94743)  0.000
H (0.85342, -2.33477, 5.29547)  0.000
F (3.28384, 0.24967, 1.48470)  -0.002
F (0.42854, -0.79837, -6.40306)  0.000
N (1.67405, 2.26785, 0.22626)  0.187
C (0.55633, -0.18843, -5.16547)  0.000
F (0.99969, -4.67372, -1.13420)  0.000
Ca (0.77682, 0.63560, -1.02544)  0.001
F (-0.49882, -3.58366, -2.26135)  0.000
S (0.76931, 3.70370, -0.05478)  0.003
O (0.07151, 3.10355, -1.18774)  0.010
F (4.81033, 0.98331, 0.24252)  -0.002
C (-0.14744, 0.30057, 4.21353)  0.000
O (2.73843, 3.59633, 2.16988)  0.528
H (0.50183, 0.55696, 5.05068)  0.000
C (0.44005, -3.51629, -1.27952)  0.000
H (-4.88345, -1.91319, -2.77540)  0.000
O (-0.36060, -1.65361, 3.18424)  0.000
H (-0.70148, -2.76518, 5.66362)  0.000
F (-0.70205, 0.05275, -4.80442)  0.000
S (1.44843, -1.46411, -4.04178)  0.000
S (2.94581, 2.93291, 0.84237)  -0.049
F (-0.01500, -3.30818, -0.14637)  0.000
H (-0.16865, -1.15335, 6.26505)  0.000
O (0.99621, -2.76756, -4.48255)  0.000
O (3.01594, -3.01643, -2.15237)  0.000
C (-0.56994, 3.69037, 1.43442)  0.002
O (0.56586, 0.33180, 3.01813)  0.000
O (2.15883, -1.58394, -0.34922)  0.000
O (3.72436, 3.83367, 0.01377)  0.331
C (-4.50956, -0.89324, -2.86477)  0.000
H (-5.47486, -0.60020, -0.92024)  0.000
F (-1.35439, 2.66771, 1.31617)  0.000
C (4.02460, 1.29874, 1.26276)  -0.009
S (1.87887, -2.21689, -1.62278)  0.000
F (-1.25245, 4.75766, 1.28552)  0.001
H (-1.83260, -1.12872, 4.55317)  0.000
H (-0.92688, 1.04972, 4.07436)  0.000
C (-0.76198, -1.05803, 4.36113)  0.000
H (-4.98968, -0.40383, -3.71216)  0.000
C (-0.12081, -1.86915, 5.44442)  0.000
C (0.04401, -0.68778, 2.28562)  0.000
C (-2.59789, -0.35276, -1.86072)  0.000

Cartesian forces, eV/Å:
O -1.80 0.14 -0.73
O 0.16 1.31 3.26
F -0.54 0.27 -1.93
O 0.65 0.04 4.61
F 0.49 1.38 -0.45
O -1.77 -0.17 0.48
C -2.34 0.84 -1.23
F 1.39 0.42 1.21
O 2.37 0.08 -0.85
N 1.52 -2.57 1.82
O -1.16 -4.54 1.32
H -0.26 0.23 0.73
H 0.38 1.00 -0.41
F -1.23 0.14 0.06
F 0.91 1.18 1.49
N 1.91 3.79 2.36
C -1.15 -3.50 -0.73
F 1.55 -1.99 -1.43
Ca -1.80 -1.99 -0.39
F 0.88 0.59 1.21
S -2.94 2.88 -2.55
O -0.38 0.47 0.17
F -0.09 1.14 0.54
C -0.98 2.13 1.76
O -0.32 -0.33 -1.33
H -0.03 0.09 -0.16
C 1.49 -0.49 -3.58
H 0.05 -0.06 -0.30
O -0.36 -0.05 -5.21
H -0.48 0.27 0.24
F -0.15 0.51 0.63
S 2.44 0.14 -5.08
S 4.11 -2.71 2.06
F -3.05 2.57 3.98
H 0.42 -0.71 0.78
O -0.22 1.22 1.22
O -3.29 2.28 0.75
C 0.74 -0.41 -0.63
O 0.13 -0.84 -2.24
O -0.75 1.19 -0.02
O -0.46 -0.48 0.40
C -1.90 -1.29 0.03
H 0.36 0.12 0.17
F -0.53 -1.59 -1.09
C 1.05 0.06 0.96
S 1.64 -2.44 -1.07
F -0.50 1.83 -0.37
H -0.14 0.54 -0.64
H -0.05 0.25 0.53
C 1.38 -1.27 1.41
H 0.53 -0.16 -0.23
C -0.59 -0.42 1.34
C -0.30 -0.40 -2.26
C 2.99 -0.68 -0.62

---

3.
Entry from the Open Molecules 2025 dataset: a molecular structure, C11H10CeF7N2O6S2 (wB97M-V/def2-TZVPD).

Summary:
- total charge = +1
- HOMO (spin up / spin down) (eV) = -11.79 / -11.79
- Kohn-Sham gap (spin up / spin down) (eV) = 6.8166 / 6.8178

Last column: Löwdin charge in e.
Atoms and positions in Å:
H (-2.91143, -2.72300, 0.08909)  0.135
C (-1.35353, -1.02909, -2.40876)  -0.055
C (-1.54237, -2.00670, -1.42159)  -0.383
O (1.30738, 1.04685, 1.10604)  -0.383
O (-0.24746, 1.33874, -0.66355)  -0.321
S (-1.30191, 0.82120, 2.39020)  0.740
C (0.85697, 3.77626, 0.26639)  -0.654
F (-0.57597, -0.12424, 4.72420)  0.194
O (2.83249, 1.55115, -1.37342)  0.119
F (0.85354, 1.27305, 3.91235)  0.181
O (-2.48904, 0.94597, 3.13951)  -0.180
F (0.71500, -0.74934, 3.11195)  0.119
H (-2.21255, 0.65350, -3.47820)  0.141
H (3.23120, -2.29081, -0.23885)  0.112
S (0.25318, 1.97039, 0.56987)  0.772
C (0.02673, 0.28527, 3.63159)  -0.639
O (1.95348, -0.51085, -1.71798)  -0.178
F (1.79921, 4.00477, 1.14902)  0.209
H (-0.64421, -3.66977, -0.33769)  0.092
C (-3.73640, -1.07436, -0.97986)  0.039
H (4.05455, 0.38057, 0.55753)  0.136
F (1.29844, 3.83519, -0.95955)  0.214
N (-0.83364, 2.16758, 1.67439)  -0.252
H (-0.43855, -1.02249, -2.99695)  0.135
Ce (0.52012, -0.83215, -0.06070)  1.394
F (-4.48178, 0.74930, -2.24632)  0.101
N (3.07673, -1.49303, 0.37294)  -0.014
H (4.69637, -0.57965, -0.77349)  0.142
C (2.84991, 0.36082, -1.21558)  -0.598
C (-2.75453, -1.98809, -0.69078)  -0.016
F (-0.18535, 4.54825, 0.45573)  0.205
H (3.49584, -1.72337, 1.26897)  0.116
C (3.78719, -0.33335, -0.21853)  -0.119
C (-3.51262, -0.13606, -1.98748)  -0.247
C (-2.34568, -0.09019, -2.70572)  0.037
C (-0.44207, -2.87878, -1.05448)  -0.100
O (-1.20385, -0.30160, 1.39857)  -0.420
H (-4.68031, -1.05630, -0.45300)  0.137
H (0.28493, -3.09565, -1.83588)  0.093

Cartesian forces, eV/Å:
H -0.02 0.00 0.00
C -0.02 0.34 -0.25
C 0.09 -0.25 0.13
O 0.20 1.11 -0.16
O 0.05 1.04 0.01
S 0.37 -0.58 -0.46
C -0.07 -0.54 -0.07
F 0.00 -0.01 -0.08
O 0.20 -0.08 -0.38
F -0.03 -0.09 -0.08
O -0.15 0.22 -0.20
F 0.14 0.01 -0.04
H 0.03 0.00 -0.01
H -0.06 -0.08 0.12
S -0.31 -0.31 0.63
C -0.11 0.29 0.15
O -0.10 0.66 0.67
F -0.06 0.01 -0.07
H 0.03 -0.09 -0.09
C -0.03 0.05 -0.02
H -0.06 -0.03 -0.01
F -0.09 0.12 0.18
N -0.13 0.04 0.36
H -0.04 -0.04 0.01
Ce 0.40 -2.55 -1.74
F 0.19 -0.14 0.02
N 0.07 0.08 -0.07
H 0.02 -0.29 0.23
C -0.36 -0.49 0.28
C 0.04 -0.02 -0.01
F 0.18 -0.04 -0.08
H -0.02 -0.03 -0.01
C 0.09 0.49 -0.43
C -0.30 0.09 0.10
C 0.30 -0.13 0.01
C 0.13 0.77 0.29
O -0.54 0.63 1.00
H 0.01 -0.03 0.04
H -0.03 -0.15 0.04

---

4.
Entry from the Open Molecules 2025 dataset: a molecular structure, C11H10LiN2O3 (wB97M-V/def2-TZVPD).

Summary:
- total charge = -1
- HOMO (eV) = -0.75
- Kohn-Sham gap (eV) = 2.7808

Last column: Löwdin charge in e.
Atoms and positions in Å:
C (-0.93197, 2.07676, -3.00940)  -0.145
H (2.30842, 2.06512, -5.05364)  0.101
O (-0.19461, -4.59301, -1.11225)  -0.166
H (-1.59723, 3.76813, -4.20310)  0.092
C (-1.09273, -1.48502, 3.73217)  -0.135
H (0.55212, 1.62998, 5.10695)  0.092
O (1.74081, -4.02952, -1.09677)  -0.145
H (-1.16069, 0.33265, 6.50097)  0.101
O (1.46139, -5.99625, -1.61594)  -0.113
C (0.95067, -4.91592, -1.32963)  -1.265
H (1.84466, 0.42842, -3.26569)  0.105
C (-1.40661, -1.13905, 4.99776)  -0.104
H (-1.85579, 1.94079, -2.46674)  0.094
C (-0.79849, 3.08243, -3.96177)  -0.072
H (-1.50986, -2.38220, 3.29920)  0.109
C (0.43808, 3.17349, -4.65753)  -0.070
C (0.04836, 0.73500, 4.77284)  -0.065
C (1.40761, 2.18114, -4.46926)  -0.074
Li (-0.10593, -1.73604, -0.69527)  0.665
C (-0.83761, -0.01792, 5.53189)  -0.099
H (0.57308, 3.83080, -5.50377)  0.094
H (1.09456, 0.78961, 2.87784)  0.095
C (1.17312, 1.24523, -3.48533)  -0.160
H (-2.14662, -1.66178, 5.58557)  0.106
N (0.02482, 1.12482, -2.80835)  0.045
C (0.30840, 0.30921, 3.44137)  -0.146
N (-0.28803, -0.75692, 2.88782)  0.062

Cartesian forces, eV/Å:
C 0.98 -0.86 -0.72
H 0.04 0.44 -0.09
O -8.05 0.40 0.28
H -0.06 0.05 0.20
C 0.69 0.13 -2.65
H -0.09 -0.02 0.32
O 6.33 7.33 1.14
H 0.20 -0.03 0.23
O -0.07 -4.13 -1.46
C 1.08 -1.61 0.33
H 0.43 0.06 -0.19
C -0.57 0.01 0.99
H -0.07 0.01 0.11
C 1.57 0.02 -0.18
H -0.07 -0.05 -0.19
C -0.60 -1.35 -0.31
C 0.15 -0.68 -1.22
C -0.51 0.69 0.43
Li 0.77 -1.84 -0.26
C 0.43 1.75 0.18
H -0.14 0.43 0.17
H -0.21 0.25 -0.36
C -1.03 -1.13 0.46
H 0.09 -0.40 -0.12
N -0.64 1.49 0.24
C -0.54 -0.73 1.14
N -0.11 -0.26 1.53